Below is an isolated molecule of C5H7NO, with properties calculated with ωB97M-V/def2-TZVPD.

```
14
Properties=species:S:1:pos:R:3:forces:R:3
C -1.917 0.146 0.165 -0.011 0.023 0.027
C -0.440 0.190 -0.203 -0.055 0.026 -0.117
C 0.601 1.069 0.448 0.100 0.045 -0.065
C 1.782 0.459 0.304 -0.067 0.055 0.131
N 1.617 -0.845 -0.195 -0.019 -0.080 -0.051
C 0.277 -1.153 -0.335 -0.066 -0.072 -0.168
O -0.190 -2.249 -0.564 0.168 0.425 0.053
H -2.403 1.068 -0.168 0.019 -0.120 0.136
H -2.120 0.017 1.232 0.228 -0.004 -0.105
H -2.383 -0.690 -0.368 0.095 0.138 0.104
H -0.378 0.585 -1.230 -0.247 -0.290 -0.219
H 0.434 2.097 0.740 0.118 -0.139 -0.013
H 2.783 0.851 0.443 -0.187 -0.098 0.178
H 2.338 -1.546 -0.268 -0.076 0.092 0.112
```
Forces are in eV/Å.

Results
Charge: 0
Multiplicity: 1
Energy relative to the best compared isomer or geometry (same formula, charge and spin) (kJ/mol): 30.3
Kohn-Sham gap (eV): 9.5
Lowest unoccupied orbital energy (eV): 0.894
SMILES: C[C@H]1C=CNC1=O
HOMO energy (eV): -8.63

Results of the Löwdin charge analysis, in e, for atoms 1 through 5: number 1, C, carries -0.048; number 2, C, carries -0.279; number 3, C, carries -0.055; number 4, C, carries -0.112; number 5, N, carries 0.090



Below is an isolated molecule of C5H7NO, with properties calculated with ωB97M-V/def2-TZVPD.

```
14
Properties=species:S:1:pos:R:3:forces:R:3
C 1.091 -1.449 -0.845 -0.005 -0.065 -0.005
C 1.214 -0.001 -0.414 0.217 0.119 -0.043
O 2.240 0.622 -0.568 -0.283 -0.233 0.148
C 0.022 0.652 0.188 0.210 -0.067 -0.150
C -1.429 0.690 -0.211 -0.178 0.007 -0.139
C -0.992 0.285 1.153 -0.129 -0.269 0.127
N -0.055 1.366 1.448 -0.016 0.278 0.008
H 0.880 -1.504 -1.919 0.007 0.062 0.131
H 0.305 -1.984 -0.304 0.095 0.106 -0.091
H 2.055 -1.932 -0.671 -0.136 0.056 -0.054
H -1.887 1.672 -0.362 0.073 -0.145 0.059
H -1.786 -0.091 -0.885 0.051 0.086 0.123
H -1.139 -0.605 1.749 0.066 0.148 -0.099
H -0.504 2.277 1.334 0.027 -0.084 -0.016
```
Forces are in eV/Å.

Results
Charge: 0
Multiplicity: 1
Energy relative to the best compared isomer or geometry (same formula, charge and spin) (kJ/mol): 288.8
Kohn-Sham gap (eV): 10.7
Lowest unoccupied orbital energy (eV): 0.912
SMILES: CC(=O)[C@@]12C[C@@H]1N2
HOMO energy (eV): -9.82

Results of the Löwdin charge analysis, in e, for atoms 1 through 5: number 1, C, carries -0.003; number 2, C, carries -0.377; number 3, O, carries 0.098; number 4, C, carries -0.331; number 5, C, carries -0.014



Below is C5H7NO as an isolated structure, with properties calculated with ωB97M-V/def2-TZVPD.

```
14
Properties=species:S:1:pos:R:3:forces:R:3
C -1.336 -1.238 0.022 -0.023 -0.024 0.035
C -0.096 -0.474 0.351 -0.286 -0.116 -0.262
C 0.328 0.883 -0.216 -0.142 0.120 -0.034
N -0.467 1.963 -0.508 0.137 0.012 0.081
C 1.625 0.529 -0.279 0.174 0.186 -0.036
C 1.305 -0.838 0.303 0.189 -0.279 -0.229
O 0.625 -0.679 1.572 -0.011 0.102 0.234
H -2.239 -0.694 0.321 0.113 -0.072 0.017
H -1.386 -1.396 -1.060 -0.028 0.011 0.125
H -1.331 -2.206 0.527 0.014 0.105 -0.068
H -0.002 2.840 -0.693 -0.008 -0.074 0.050
H -1.305 2.063 0.046 0.094 -0.056 -0.071
H 2.554 1.058 -0.465 -0.183 -0.087 0.062
H 1.725 -1.813 0.078 -0.041 0.172 0.096
```
Forces are in eV/Å.

Results
Charge: 0
Multiplicity: 1
Energy relative to the best compared isomer or geometry (same formula, charge and spin) (kJ/mol): 306.3
Kohn-Sham gap (eV): 9.0
Lowest unoccupied orbital energy (eV): 0.966
HOMO energy (eV): -8.08

Results of the Löwdin charge analysis, in e, for atoms 1 through 5: number 1, C, carries 0.003; number 2, C, carries -0.412; number 3, C, carries -0.262; number 4, N, carries 0.126; number 5, C, carries 0.032



Below is an isolated molecule of C5H7NO at a distorted geometry, with properties calculated with ωB97M-V/def2-TZVPD.

```
14
Properties=species:S:1:pos:R:3:forces:R:3
O 1.435 0.555 1.371 0.043 0.461 0.093
C 1.340 1.258 0.385 -0.085 -0.289 0.536
C 0.398 1.057 -0.716 0.184 -0.776 0.092
C 0.109 -0.564 -0.962 0.528 0.610 -0.331
C -0.320 -1.422 0.261 0.438 0.390 0.009
C -1.279 -0.246 0.546 -0.176 0.028 0.248
N -0.905 0.417 -0.731 -0.993 0.392 -0.133
H 2.059 2.095 0.222 -0.178 -0.142 -0.006
H 0.418 1.878 -1.464 0.436 -1.203 -0.012
H 0.507 -0.935 -1.900 -0.589 0.118 -0.230
H 0.434 -1.607 1.020 0.019 0.003 -0.002
H -0.830 -2.376 0.024 0.366 0.623 -0.342
H -1.012 0.326 1.434 -0.150 0.023 -0.115
H -2.352 -0.437 0.510 0.158 -0.237 0.192
```
Forces are in eV/Å.

Results
Charge: 0
Multiplicity: 1
Energy relative to the best compared isomer or geometry (same formula, charge and spin) (kJ/mol): 345.4
Kohn-Sham gap (eV): 9.8
Lowest unoccupied orbital energy (eV): 0.808
SMILES: O=C[C@H]1[C@H]2CCN21
HOMO energy (eV): -9.02

Results of the Löwdin charge analysis, in e, for atoms 1 through 5: number 1, O, carries 0.011; number 2, C, carries -0.252; number 3, C, carries -0.160; number 4, C, carries -0.132; number 5, C, carries -0.092



Below is an isolated molecule of C5H7NO at a distorted geometry, with properties calculated with ωB97M-V/def2-TZVPD.

```
14
Properties=species:S:1:pos:R:3:forces:R:3
O -1.660 -1.723 2.174 1.227 0.415 1.519
C -1.263 -2.025 0.869 -3.218 -1.752 -0.364
C -0.615 -0.942 0.248 0.475 -1.236 0.353
C 0.080 0.013 0.179 -2.233 -0.107 -2.510
C 0.812 1.130 -0.038 3.918 -0.117 5.722
C 1.332 1.946 -1.062 0.871 0.241 -1.681
N 0.528 2.558 -0.037 -1.396 0.033 0.217
H -0.783 -1.610 2.567 -0.504 0.283 0.955
H -0.851 -3.035 0.890 0.734 0.222 -0.687
H -2.243 -2.111 0.420 -0.256 -0.527 -0.795
H 1.487 0.751 0.884 0.111 2.106 -1.619
H 0.939 1.675 -2.017 -0.246 0.533 -0.804
H 2.333 2.305 -1.007 0.740 -0.212 -0.318
H -0.419 2.693 -0.369 -0.223 0.117 0.011
```
Forces are in eV/Å.

Results
Charge: 0
Multiplicity: 1
Energy relative to the best compared isomer or geometry (same formula, charge and spin) (kJ/mol): 507.2
Kohn-Sham gap (eV): 10.1
Lowest unoccupied orbital energy (eV): 0.818
SMILES: OCC#C[C@H]1CN1
HOMO energy (eV): -9.23

Results of the Löwdin charge analysis, in e, for atoms 1 through 5: number 1, O, carries -0.048; number 2, C, carries -0.318; number 3, C, carries 0.015; number 4, C, carries -0.031; number 5, C, carries -0.382



Below is an isolated molecule of C5H7NO, with properties calculated with ωB97M-V/def2-TZVPD.

```
14
Properties=species:S:1:pos:R:3:forces:R:3
C -1.365 -0.332 0.266 -0.002 -0.024 0.043
C -0.294 0.437 -0.447 -0.194 0.308 -0.128
C 0.585 1.399 0.350 -0.134 0.265 -0.049
O 1.463 0.478 0.979 0.009 -0.091 0.125
C 1.188 -0.588 0.081 0.420 -0.192 -0.092
N 0.714 -1.783 0.503 0.021 0.122 0.040
C -0.399 -1.385 -0.196 -0.353 -0.224 -0.165
H -1.410 -0.190 1.345 0.084 -0.062 -0.190
H -2.347 -0.357 -0.208 0.242 0.019 0.020
H -0.483 0.663 -1.493 0.076 -0.028 0.166
H 0.038 1.981 1.100 0.078 -0.034 -0.124
H 1.126 2.074 -0.327 -0.067 -0.054 0.118
H 1.855 -0.545 -0.792 -0.173 0.038 0.053
H -0.672 -1.854 -1.160 -0.005 -0.041 0.184
```
Forces are in eV/Å.

Results
Charge: 0
Multiplicity: 1
Energy relative to the best compared isomer or geometry (same formula, charge and spin) (kJ/mol): 509.7
Kohn-Sham gap (eV): 8.9
Lowest unoccupied orbital energy (eV): 0.867
HOMO energy (eV): -8.06

Results of the Löwdin charge analysis, in e, for atoms 1 through 5: number 1, C, carries -0.091; number 2, C, carries -0.143; number 3, C, carries -0.168; number 4, O, carries -0.052; number 5, C, carries -0.338



Below is C5H7NO as an isolated structure, with properties calculated with ωB97M-V/def2-TZVPD.

```
14
Properties=species:S:1:pos:R:3:forces:R:3
C -1.920 -0.355 0.355 -0.440 -0.143 0.053
C -0.398 0.759 -0.204 0.059 0.118 -0.170
N -0.198 -0.672 0.681 0.165 -0.288 0.116
C 0.685 0.448 0.798 0.085 0.015 0.163
C 1.770 0.324 -0.271 0.123 -0.015 -0.032
C 0.606 0.367 -1.290 -0.005 -0.089 -0.464
O 0.532 0.199 -2.477 0.056 0.092 0.596
H -2.390 -0.112 -0.597 0.052 0.009 0.152
H -2.283 0.291 1.148 0.046 -0.082 -0.144
H -2.154 -1.406 0.593 0.115 0.255 -0.056
H 0.136 -1.428 0.085 -0.003 0.146 0.011
H 0.807 0.885 1.787 -0.034 -0.073 -0.223
H 2.446 -0.539 -0.240 -0.141 0.133 0.015
H 2.362 1.239 -0.368 -0.077 -0.079 -0.017
```
Forces are in eV/Å.

Results
Charge: 0
Multiplicity: 1
Energy relative to the best compared isomer or geometry (same formula, charge and spin) (kJ/mol): 626.5
Kohn-Sham gap (eV): 8.8
Lowest unoccupied orbital energy (eV): 0.821
HOMO energy (eV): -8.01

Results of the Löwdin charge analysis, in e, for atoms 1 through 5: number 1, C, carries -0.038; number 2, C, carries -0.033; number 3, N, carries 0.016; number 4, C, carries -0.306; number 5, C, carries -0.049



Below is C5H7NO as an isolated structure, with properties calculated with ωB97M-V/def2-TZVPD.

```
14
Properties=species:S:1:pos:R:3:forces:R:3
C -1.718 0.305 0.277 -0.043 0.067 -0.004
C -0.581 -0.713 0.204 0.034 -0.038 0.030
C 0.722 -0.028 -0.163 -0.124 0.035 0.064
C 1.496 0.704 0.877 -0.043 0.147 -0.238
O 1.938 -0.817 0.040 0.104 -0.065 0.151
C 0.732 0.454 -1.551 -0.028 0.412 -0.739
N 0.682 0.912 -2.611 0.043 -0.424 0.877
H -1.482 1.086 1.007 -0.037 -0.104 -0.101
H -2.648 -0.179 0.585 0.149 0.056 -0.047
H -1.891 0.781 -0.695 0.040 -0.076 0.136
H -0.439 -1.176 1.188 0.027 0.070 -0.107
H -0.807 -1.502 -0.523 0.058 0.112 0.092
H 2.181 1.382 0.343 -0.103 -0.082 0.070
H 1.832 -1.304 0.874 -0.078 -0.110 -0.185
```
Forces are in eV/Å.

Results
Charge: 0
Multiplicity: 1
Energy relative to the best compared isomer or geometry (same formula, charge and spin) (kJ/mol): 444.0
Kohn-Sham gap (eV): 9.7
Lowest unoccupied orbital energy (eV): 0.349
HOMO energy (eV): -9.30

Results of the Löwdin charge analysis, in e, for atoms 1 through 5: number 1, C, carries -0.084; number 2, C, carries -0.193; number 3, C, carries -0.583; number 4, C, carries 0.154; number 5, O, carries 0.010